Entry from OMol25: a structure of composition C18H38N7O2PS8SbYb (the ωB97M-V functional and the def2-TZVPD basis).

Positions of all 76 atoms, in Å:
Yb -0.1974 1.9703 -0.4823
S 0.7957 -2.0927 -1.7267
C 2.1556 -1.0034 -1.8821
S 2.0808 0.6821 -1.6548
C 3.3844 -1.6226 -2.1561
C 4.6272 -0.8936 -2.1328
N 5.6555 -0.3684 -2.0953
C 3.4941 -3.0322 -2.4327
N 3.6245 -4.1557 -2.6723
S -0.0658 6.8984 -2.4578
Sb -0.5447 4.9893 -1.3176
S 1.3395 4.0527 -0.1630
S -1.0011 3.1283 -2.7110
S -2.2947 5.2834 0.1715
C 3.9774 2.0675 1.2262
C 3.0033 1.7989 2.3807
P 1.5391 0.7957 1.8771
C 0.7412 0.4292 3.5122
C 1.5641 0.6132 4.7889
C 2.3460 -0.8181 1.4961
C 3.1442 -1.5225 2.5982
H 4.7917 2.7179 1.5617
H 3.4834 2.5596 0.3904
H 4.4202 1.1441 0.8428
H 2.6044 2.7315 2.7798
H 3.5201 1.2839 3.1911
H 0.3534 -0.5858 3.4372
H -0.1277 1.0844 3.5721
H 2.4498 -0.0267 4.8173
H 0.9481 0.3635 5.6612
H 1.8868 1.6514 4.9005
H 2.9770 -0.6392 0.6266
H 1.5391 -1.4675 1.1495
H 3.9285 -0.8802 3.0109
H 3.6346 -2.4139 2.1931
H 2.4977 -1.8446 3.4214
S -1.8660 -1.1919 1.8234
C -1.9225 -2.5813 0.9070
N -3.0589 -3.1960 0.4692
C -2.7957 -4.2338 -0.5298
C -1.2586 -4.3550 -0.4820
N -0.8687 -3.3139 0.4791
H -3.9107 -2.6648 0.4818
H -3.1460 -3.9359 -1.5187
H -3.2822 -5.1693 -0.2607
H -0.7963 -4.1697 -1.4507
H -0.9416 -5.3346 -0.1317
H 0.0003 -2.8197 0.3141
C -0.1842 0.0255 -4.3309
N -1.0568 -0.9161 -3.6519
C -1.1570 -2.1854 -4.3308
C -0.9778 -0.9821 -2.2468
O -1.0050 0.0994 -1.5586
H -0.6275 0.3015 -5.2911
H 0.8065 -0.4166 -4.5073
H -0.0615 0.9184 -3.7356
H -1.6227 -2.0386 -5.3100
H -1.7794 -2.8742 -3.7512
H -0.1735 -2.6537 -4.4729
H -1.6488 -1.7896 -1.9019
C -4.6620 0.7907 0.6539
S -3.2361 0.5818 -0.4003
C -3.9606 1.3825 -1.8191
O -2.2828 1.6326 0.1856
H -4.8260 1.8644 0.7906
H -4.4214 0.3156 1.6053
H -5.5258 0.3107 0.1829
H -4.8285 0.7894 -2.1325
H -3.1990 1.4103 -2.5937
H -4.2332 2.4034 -1.5392
N 0.0021 3.6549 2.8328
N -0.9144 2.9518 1.9903
H -0.4848 4.4423 3.2418
H 0.6668 4.0556 2.1790
H -1.5230 3.6211 1.5094
H -1.5124 2.3923 2.5792

The HOMO-LUMO gap is 0.199 Ha. The total charge is -2. Its electronic energy is -6168.5006 a.u. As for the LUMO energy: 0.121 Ha. The energy above the lowest of the compared OMol25 structures with the same formula, charge and spin comes out at 5.3 kcal/mol. The multiplicity is 2.

These are the Löwdin partial charges, in e, on atoms 1 to 4: 0.912, 0.856, -1.031, 0.578

=====

Entry from OMol25: the molecule C18H38O (the ωB97M-V functional and the def2-TZVPD basis).

Positions of all 57 atoms, in Å:
C -3.3658 -0.3506 -2.9719
C -3.7503 0.9575 -2.2904
C -4.8864 0.8019 -1.2776
C -4.5886 -0.1461 -0.1147
C -3.3970 0.2902 0.7345
C -3.2190 -0.6062 1.9594
C -1.9565 -0.2784 2.7684
C -0.7651 -1.1876 2.4604
C -0.2564 -1.0712 1.0257
C 1.0575 -1.8228 0.8177
C 1.5697 -1.6624 -0.6127
C 2.9421 -2.2987 -0.8516
C 4.1234 -1.6281 -0.1391
C 4.8056 -0.4994 -0.9192
C 3.9514 0.7343 -1.2148
C 3.4285 1.4287 0.0408
C 2.5462 2.6288 -0.3012
C 1.9046 3.2580 0.9390
O 0.8896 2.4625 1.5034
H -2.6347 -0.1666 -3.7564
H -2.9295 -1.0479 -2.2617
H -4.2400 -0.8177 -3.4210
H -2.8745 1.3831 -1.7983
H -4.0728 1.6711 -3.0531
H -5.7744 0.4383 -1.8017
H -5.1248 1.7887 -0.8727
H -5.4768 -0.1946 0.5214
H -4.4116 -1.1533 -0.4971
H -3.5464 1.3207 1.0652
H -2.4905 0.2657 0.1322
H -4.0990 -0.4921 2.5970
H -3.1867 -1.6517 1.6436
H -2.1783 -0.3754 3.8337
H -1.6694 0.7596 2.5881
H -1.0406 -2.2259 2.6627
H 0.0476 -0.9285 3.1455
H -0.1122 -0.0153 0.7839
H -1.0024 -1.4723 0.3379
H 0.9121 -2.8835 1.0367
H 1.7984 -1.4471 1.5276
H 0.8533 -2.1344 -1.2904
H 1.5950 -0.6026 -0.8614
H 3.1435 -2.3096 -1.9254
H 2.8851 -3.3397 -0.5231
H 4.8867 -2.3902 0.0388
H 3.8130 -1.2650 0.8402
H 5.6846 -0.1835 -0.3502
H 5.1621 -0.9030 -1.8705
H 3.1138 0.4538 -1.8550
H 4.5614 1.4442 -1.7799
H 4.2728 1.7585 0.6519
H 2.8503 0.7144 0.6288
H 1.7483 2.3160 -0.9789
H 3.1410 3.3892 -0.8102
H 1.4138 4.1958 0.6684
H 2.6807 3.4771 1.6876
H 1.2679 1.6134 1.7598

The HOMO-LUMO gap is 0.411 Ha. Its electronic energy is -783.8883 a.u. As for the LUMO energy: 0.036 Ha. The energy above the lowest of the compared OMol25 structures with the same formula, charge and spin comes out at 2.4 kcal/mol.

These are the Löwdin partial charges, in e, on atoms 1 to 4: -0.111, -0.271, -0.227, -0.223

=====

Entry from OMol25: a structure of composition C18H39B2F4N5O8PbSi3 (the ωB97M-V functional and the def2-TZVPD basis).

Positions of all 80 atoms, in Å:
Pb 0.8653 -0.2886 0.2679
C -1.3065 3.8363 1.5174
C -0.8180 2.5726 0.9071
N 0.3378 2.0596 1.0882
O 1.1647 2.7952 1.9014
B 2.4738 2.2751 2.0106
F 2.5813 0.9134 2.0338
F 3.3275 3.0062 2.6853
O 3.0496 2.5639 0.2811
N 2.7121 1.7006 -0.4898
C 2.9813 1.9715 -1.9217
C 4.3126 1.2650 -2.2088
C 1.8479 1.3503 -2.7345
N 1.0668 0.5490 -2.1276
O 0.1296 -0.0884 -2.9471
B -1.1612 0.5347 -2.9852
F -1.1600 1.8755 -2.8067
F -1.9728 0.0174 -3.9010
O -1.9784 0.0341 -1.4428
N -1.2927 0.6531 -0.3813
C -1.6694 1.8454 -0.0987
C -2.8008 2.5857 -0.7128
C 1.7991 1.6694 -4.1873
H -0.6228 4.1949 2.2784
H -2.2924 3.6803 1.9558
H -1.4100 4.6000 0.7441
H 5.1142 1.7883 -1.6915
H 4.4912 1.2972 -3.2816
H 4.2696 0.2256 -1.8884
H -3.3791 1.9604 -1.3821
H -2.3989 3.4260 -1.2831
H -3.4410 2.9935 0.0692
H 2.2054 0.8249 -4.7492
H 2.3896 2.5529 -4.4170
H 0.7736 1.8158 -4.5181
C 0.1142 -1.9105 2.6471
O -0.5144 -1.8934 1.3527
Si -1.6034 -3.1958 1.0674
C -0.6381 -4.7859 1.1747
C -2.7887 -3.2262 2.5063
C -2.3749 -2.9355 -0.6318
Si -1.3338 -3.6287 -2.0843
C -2.0514 -3.0903 -3.7214
C -1.3629 -5.4939 -2.1077
C 0.4531 -3.0508 -1.9607
Si -3.1635 -1.2731 -0.9048
C -3.6566 -3.8643 -0.5995
C -3.8474 -0.4777 0.6327
C -4.4311 -1.1925 -2.2563
H 0.3331 -2.9264 2.9708
H -0.5227 -1.4251 3.3852
H 1.0696 -1.3800 2.6006
H -0.4010 -5.0009 2.2174
H 0.2927 -4.7875 0.6077
H -1.2419 -5.6237 0.8246
H -2.2479 -3.5706 3.3901
H -3.5864 -3.9520 2.3416
H -3.2483 -2.2766 2.7574
H -3.1255 -3.2774 -3.7662
H -1.5987 -3.7020 -4.5039
H -1.8815 -2.0490 -3.9873
H -2.3610 -5.8699 -2.3363
H -1.0039 -5.9920 -1.2100
H -0.7158 -5.8080 -2.9307
H 0.5191 -2.0707 -1.4938
H 0.8976 -2.9649 -2.9516
H 1.0596 -3.7400 -1.3724
H -3.4078 -4.8480 -0.1990
H -4.0595 -4.0312 -1.5970
H -4.4641 -3.4693 0.0195
H -4.6248 -1.1238 1.0424
H -4.3323 0.4664 0.3894
H -3.1143 -0.3107 1.4192
H -4.7775 -2.1765 -2.5633
H -4.0650 -0.6867 -3.1445
H -5.2971 -0.6418 -1.8845
O 2.2521 5.2774 -2.2594
N 2.0432 4.1649 -1.9892
O 3.2039 3.3226 -2.1917
O 1.0627 3.5968 -1.6090

The HOMO-LUMO gap is 0.269 Ha. The total charge is +2. Its electronic energy is -3095.1330 a.u. As for the LUMO energy: -0.290 Ha. The energy above the lowest of the compared OMol25 structures with the same formula, charge and spin comes out at 0.0 kcal/mol.

These are the Löwdin partial charges, in e, on atoms 1 to 4: 1.654, 0.038, -0.207, 0.019

=====

> What is the formula in the first record?

C18H38N7O2PS8SbYb

=====

Copy entry 1 word for word.
Entry from OMol25: a structure of composition C18H38N7O2PS8SbYb (the ωB97M-V functional and the def2-TZVPD basis).

Positions of all 76 atoms, in Å:
Yb -0.1974 1.9703 -0.4823
S 0.7957 -2.0927 -1.7267
C 2.1556 -1.0034 -1.8821
S 2.0808 0.6821 -1.6548
C 3.3844 -1.6226 -2.1561
C 4.6272 -0.8936 -2.1328
N 5.6555 -0.3684 -2.0953
C 3.4941 -3.0322 -2.4327
N 3.6245 -4.1557 -2.6723
S -0.0658 6.8984 -2.4578
Sb -0.5447 4.9893 -1.3176
S 1.3395 4.0527 -0.1630
S -1.0011 3.1283 -2.7110
S -2.2947 5.2834 0.1715
C 3.9774 2.0675 1.2262
C 3.0033 1.7989 2.3807
P 1.5391 0.7957 1.8771
C 0.7412 0.4292 3.5122
C 1.5641 0.6132 4.7889
C 2.3460 -0.8181 1.4961
C 3.1442 -1.5225 2.5982
H 4.7917 2.7179 1.5617
H 3.4834 2.5596 0.3904
H 4.4202 1.1441 0.8428
H 2.6044 2.7315 2.7798
H 3.5201 1.2839 3.1911
H 0.3534 -0.5858 3.4372
H -0.1277 1.0844 3.5721
H 2.4498 -0.0267 4.8173
H 0.9481 0.3635 5.6612
H 1.8868 1.6514 4.9005
H 2.9770 -0.6392 0.6266
H 1.5391 -1.4675 1.1495
H 3.9285 -0.8802 3.0109
H 3.6346 -2.4139 2.1931
H 2.4977 -1.8446 3.4214
S -1.8660 -1.1919 1.8234
C -1.9225 -2.5813 0.9070
N -3.0589 -3.1960 0.4692
C -2.7957 -4.2338 -0.5298
C -1.2586 -4.3550 -0.4820
N -0.8687 -3.3139 0.4791
H -3.9107 -2.6648 0.4818
H -3.1460 -3.9359 -1.5187
H -3.2822 -5.1693 -0.2607
H -0.7963 -4.1697 -1.4507
H -0.9416 -5.3346 -0.1317
H 0.0003 -2.8197 0.3141
C -0.1842 0.0255 -4.3309
N -1.0568 -0.9161 -3.6519
C -1.1570 -2.1854 -4.3308
C -0.9778 -0.9821 -2.2468
O -1.0050 0.0994 -1.5586
H -0.6275 0.3015 -5.2911
H 0.8065 -0.4166 -4.5073
H -0.0615 0.9184 -3.7356
H -1.6227 -2.0386 -5.3100
H -1.7794 -2.8742 -3.7512
H -0.1735 -2.6537 -4.4729
H -1.6488 -1.7896 -1.9019
C -4.6620 0.7907 0.6539
S -3.2361 0.5818 -0.4003
C -3.9606 1.3825 -1.8191
O -2.2828 1.6326 0.1856
H -4.8260 1.8644 0.7906
H -4.4214 0.3156 1.6053
H -5.5258 0.3107 0.1829
H -4.8285 0.7894 -2.1325
H -3.1990 1.4103 -2.5937
H -4.2332 2.4034 -1.5392
N 0.0021 3.6549 2.8328
N -0.9144 2.9518 1.9903
H -0.4848 4.4423 3.2418
H 0.6668 4.0556 2.1790
H -1.5230 3.6211 1.5094
H -1.5124 2.3923 2.5792

The HOMO-LUMO gap is 0.199 Ha. The total charge is -2. Its electronic energy is -6168.5006 a.u. As for the LUMO energy: 0.121 Ha. The energy above the lowest of the compared OMol25 structures with the same formula, charge and spin comes out at 5.3 kcal/mol. The multiplicity is 2.

These are the Löwdin partial charges, in e, on atoms 1 to 4: 0.912, 0.856, -1.031, 0.578